1.
DFT (ωB97M-V/def2-TZVPD) results for a molecular structure, C31H22F9N7OOsSTe.

Calculated values
Relative energy (zero: lowest compared OMol25 entry of this formula, charge and spin) in eV: 0.000
E_HOMO (alpha / beta) in Eh: -0.483 / -0.484
LUMO level (alpha / beta) in eV: -8.89 / -8.78

Structure (ORCA input):
```
! wB97M-V def2-TZVPD RIJCOSX def2/J DEFGRID3
* xyz 2 1
Os -1.292 0.085 0.757
C -2.424 2.627 4.124
C -1.884 1.589 3.366
N -2.012 1.548 2.045
C -2.656 2.566 1.406
C -3.234 3.633 2.093
C -3.107 3.639 3.495
C -3.916 4.651 1.346
C -3.999 4.584 -0.001
C -3.400 3.499 -0.726
C -3.464 3.365 -2.126
C -2.874 2.284 -2.726
C -2.201 1.342 -1.942
N -2.113 1.447 -0.625
C -2.722 2.507 -0.018
H -2.302 2.614 5.198
H -1.335 0.773 3.817
H -3.544 4.448 4.068
H -4.366 5.474 1.886
H -4.519 5.350 -0.559
H -3.983 4.111 -2.714
H -2.912 2.137 -3.796
H -1.725 0.487 -2.401
S 0.698 1.026 0.569
C 1.805 0.115 1.597
N 2.849 0.703 2.152
C 3.674 -0.259 2.905
C 2.890 -1.580 2.714
N 1.786 -1.174 1.827
H 3.062 1.682 2.043
H 3.736 0.041 3.948
H 4.677 -0.306 2.488
H 2.493 -1.971 3.649
H 3.485 -2.351 2.231
H 0.950 -1.726 1.674
C 2.133 -0.951 -4.174
Te 1.380 0.275 -2.596
C 3.427 0.510 -2.029
C 4.228 0.072 -3.231
C 5.589 0.353 -3.311
C 6.326 -0.073 -4.403
C 5.707 -0.784 -5.423
C 4.353 -1.064 -5.349
C 3.607 -0.638 -4.254
H 1.595 -0.685 -5.083
H 1.941 -2.001 -3.955
H 3.627 -0.118 -1.160
H 3.607 1.551 -1.765
H 6.071 0.914 -2.520
H 7.381 0.155 -4.463
H 6.278 -1.113 -6.280
H 3.870 -1.611 -6.149
N -1.033 -1.247 -0.578
C -1.106 -2.067 -1.425
C -1.232 -2.869 -2.502
C -1.156 -4.283 -2.411
N -1.104 -5.428 -2.322
C -1.398 -2.154 -3.726
N -1.517 -1.439 -4.620
F -4.167 -2.450 2.499
C -3.068 -2.143 1.859
F -3.245 -0.821 1.383
F -2.976 -2.891 0.770
C -1.763 -2.148 2.723
O -0.874 -1.182 2.343
C -1.080 -3.543 2.596
F -1.935 -4.550 2.670
F -0.152 -3.682 3.544
F -0.438 -3.612 1.408
C -2.161 -1.891 4.212
F -2.705 -2.954 4.785
F -3.040 -0.871 4.265
F -1.089 -1.521 4.910
*
```

Just the Mulliken charges please, in e? Sure, here they are:
1 Os 1.233
2 C -1.415
3 C -0.217
4 N 0.296
5 C 0.315
6 C 0.903
7 C -0.651
8 C -0.915
9 C -0.989
10 C 0.914
11 C -0.629
12 C -1.171
13 C 0.166
14 N 0.306
15 C -0.183
16 H 0.497
17 H 0.917
18 H 0.487
19 H 0.455
20 H 0.451
21 H 0.492
22 H 0.526
23 H 0.236
24 S -0.533
25 C 0.562
26 N -0.205
27 C -0.538
28 C -0.484
29 N 0.093
30 H 0.231
31 H 0.354
32 H 0.319
33 H 0.292
34 H 0.376
35 H -0.075
36 C -1.010
37 Te 0.341
38 C -0.879
39 C 0.454
40 C -0.760
41 C -0.584
42 C -0.597
43 C -0.765
44 C 0.626
45 H 0.547
46 H 0.450
47 H 0.393
48 H 0.530
49 H 0.429
50 H 0.414
51 H 0.414
52 H 0.461
53 N -0.161
54 C 0.958
55 C 0.385
56 C -0.232
57 N -0.364
58 C -0.119
59 N -0.402
60 F -0.242
61 C -0.055
62 F -0.308
63 F -0.205
64 C 1.533
65 O -0.625
66 C 0.062
67 F -0.250
68 F -0.259
69 F -0.212
70 C 0.338
71 F -0.244
72 F -0.254
73 F -0.221



2.
DFT (ωB97M-V/def2-TZVPD) results for a molecular structure, C31H23CeN5O2S.

Calculated values
Relative energy (zero: lowest compared OMol25 entry of this formula, charge and spin) in eV: 0.000
E_HOMO (alpha / beta) in Eh: -0.495 / -0.495
LUMO level (alpha / beta) in eV: -8.49 / -8.54

Structure (ORCA input):
```
! wB97M-V def2-TZVPD RIJCOSX def2/J DEFGRID3
* xyz 2 1
Ce -1.595 0.643 0.141
C -2.877 -1.353 -2.135
C -3.319 -1.984 -0.842
C -3.946 -3.227 -0.791
C -4.228 -3.774 0.434
C -3.923 -3.083 1.624
C -4.179 -3.633 2.901
C -3.871 -2.918 4.020
C -3.330 -1.623 3.902
C -3.096 -1.046 2.675
S -2.534 0.634 2.636
C -3.361 -1.797 1.508
N -3.053 -1.288 0.264
H -3.139 -1.957 -2.998
H -1.788 -1.246 -2.158
H -3.351 -0.379 -2.275
H -4.172 -3.752 -1.709
H -4.689 -4.755 0.501
H -4.615 -4.622 2.972
H -4.052 -3.330 5.003
H -3.114 -1.051 4.797
N -4.764 4.952 -4.117
C -4.394 4.710 -3.057
C -3.915 4.394 -1.736
C -4.065 5.280 -0.670
C -3.580 4.916 0.575
C -2.976 3.687 0.717
N -2.826 2.828 -0.308
C -3.285 3.186 -1.514
H -4.553 6.234 -0.826
H -3.674 5.573 1.429
H -2.606 3.367 1.681
H -3.141 2.494 -2.335
O -0.167 1.303 -1.490
C 0.815 0.700 -0.893
N 2.084 0.782 -1.165
C 2.903 -0.057 -0.248
C 1.789 -0.576 0.694
O 1.880 -1.272 1.647
N 0.537 -0.103 0.177
C 3.947 0.798 0.469
C 4.636 1.765 -0.260
C 5.630 2.518 0.341
C 5.954 2.305 1.674
C 5.278 1.335 2.399
C 4.277 0.580 1.802
C 3.544 -1.227 -1.014
C 4.014 -1.020 -2.310
C 4.658 -2.037 -2.995
C 4.841 -3.274 -2.391
C 4.379 -3.481 -1.100
C 3.733 -2.463 -0.409
H 2.447 1.347 -1.917
H 4.426 1.935 -1.311
H 6.159 3.265 -0.237
H 6.735 2.890 2.142
H 5.531 1.158 3.436
H 3.773 -0.186 2.377
H 3.909 -0.058 -2.799
H 5.025 -1.859 -3.997
H 5.345 -4.069 -2.923
H 4.527 -4.439 -0.617
H 3.400 -2.639 0.607
*
```

Just the Mulliken charges please, in e? Sure, here they are:
1 Ce 1.022
2 C -1.697
3 C 1.243
4 C -0.918
5 C -0.564
6 C 0.932
7 C -0.892
8 C -0.763
9 C -0.580
10 C 0.781
11 S -0.395
12 C 0.147
13 N -0.225
14 H 0.449
15 H 0.401
16 H 0.354
17 H 0.459
18 H 0.469
19 H 0.420
20 H 0.420
21 H 0.470
22 N -0.351
23 C -0.246
24 C 0.075
25 C -0.114
26 C -0.943
27 C -0.029
28 N -0.213
29 C 0.143
30 H 0.544
31 H 0.448
32 H 0.416
33 H 0.527
34 O -0.658
35 C 0.139
36 N 0.330
37 C 2.739
38 C -0.176
39 O -0.518
40 N 0.021
41 C -0.135
42 C -0.268
43 C -0.929
44 C -0.416
45 C -0.959
46 C -0.166
47 C -0.189
48 C -0.270
49 C -0.864
50 C -0.439
51 C -0.914
52 C -0.169
53 H 0.299
54 H 0.151
55 H 0.406
56 H 0.421
57 H 0.418
58 H 0.483
59 H 0.148
60 H 0.407
61 H 0.419
62 H 0.419
63 H 0.478



3.
DFT (ωB97M-V/def2-TZVPD) results for a molecular structure, C31H23Cl2N7O3V.

Calculated values
Relative energy (zero: lowest compared OMol25 entry of this formula, charge and spin) in eV: 0.738
E_HOMO (alpha / beta) in Eh: -0.261 / -0.234
LUMO level (alpha / beta) in eV: -0.50 / -0.48

Structure (ORCA input):
```
! wB97M-V def2-TZVPD RIJCOSX def2/J DEFGRID3
* xyz 0 2
V 0.706 0.310 -1.649
Cl 4.888 -4.015 1.707
C 4.012 -3.251 0.420
C 3.352 -2.059 0.679
C 2.642 -1.428 -0.330
N 1.959 -0.201 -0.194
C 2.204 0.651 0.826
O 2.786 0.467 1.883
C 1.709 2.040 0.494
C 1.848 3.070 1.410
C 1.464 4.346 1.044
C 0.960 4.542 -0.236
C 0.844 3.457 -1.080
N 1.205 2.213 -0.735
C 2.572 -1.982 -1.621
C 3.250 -3.171 -1.863
C 3.959 -3.800 -0.848
Cl 4.778 -5.285 -1.216
N 1.716 -1.294 -2.524
C 1.690 -1.671 -3.805
O 2.477 -2.364 -4.444
C 0.427 -1.226 -4.499
C 0.211 -1.592 -5.823
C -1.033 -1.370 -6.373
C -2.028 -0.805 -5.579
C -1.704 -0.427 -4.292
N -0.489 -0.603 -3.759
H 3.393 -1.623 1.662
H 2.266 2.833 2.378
H 1.561 5.174 1.734
H 0.661 5.524 -0.576
H 0.448 3.583 -2.080
H 3.244 -3.620 -2.840
H 1.016 -2.073 -6.357
H -1.243 -1.653 -7.396
H -3.031 -0.658 -5.952
H -2.447 0.035 -3.654
C 0.309 -2.963 5.946
C -0.506 -2.065 5.058
C -0.893 -0.797 5.472
C -1.613 0.061 4.652
C -1.955 -0.359 3.374
N -2.644 0.455 2.437
C -2.951 1.771 2.545
O -2.949 2.431 3.560
N -3.354 2.374 1.331
C -2.799 2.218 0.065
C -3.343 2.916 -1.020
C -2.771 2.823 -2.262
C -1.662 1.985 -2.426
N -1.178 1.274 -1.430
C -1.703 1.402 -0.212
C -1.587 -1.629 2.942
C -0.873 -2.469 3.778
H 0.158 -2.721 6.998
H 1.374 -2.853 5.728
H 0.050 -4.011 5.794
H -0.628 -0.460 6.468
H -1.906 1.038 4.998
H -2.884 -0.006 1.575
H -3.763 3.277 1.518
H -4.217 3.539 -0.861
H -3.161 3.379 -3.102
H -1.166 1.892 -3.378
H -1.219 0.832 0.570
H -1.848 -1.961 1.943
H -0.588 -3.451 3.423
*
```

Just the natural (NBO) charges please, in e? Sure, here they are:
1 V 1.168
2 Cl 0.006
3 C -0.078
4 C -0.244
5 C 0.107
6 N -0.706
7 C 0.634
8 O -0.613
9 C 0.126
10 C -0.203
11 C -0.154
12 C -0.246
13 C 0.034
14 N -0.474
15 C 0.216
16 C -0.277
17 C -0.054
18 Cl 0.005
19 N -0.732
20 C 0.616
21 O -0.630
22 C 0.150
23 C -0.211
24 C -0.150
25 C -0.256
26 C 0.037
27 N -0.475
28 H 0.265
29 H 0.258
30 H 0.226
31 H 0.227
32 H 0.198
33 H 0.264
34 H 0.258
35 H 0.223
36 H 0.225
37 H 0.198
38 C -0.627
39 C -0.024
40 C -0.190
41 C -0.250
42 C 0.200
43 N -0.630
44 C 0.792
45 O -0.610
46 N -0.651
47 C 0.220
48 C -0.223
49 C -0.209
50 C -0.012
51 N -0.472
52 C -0.054
53 C -0.250
54 C -0.191
55 H 0.215
56 H 0.228
57 H 0.217
58 H 0.212
59 H 0.250
60 H 0.401
61 H 0.414
62 H 0.225
63 H 0.232
64 H 0.213
65 H 0.220
66 H 0.205
67 H 0.217



4.
DFT (ωB97M-V/def2-TZVPD) results for a molecular structure, C31H24BrI2N3O3PRuS2.

Calculated values
E_HOMO (alpha / beta) in Eh: -0.292 / -0.294
LUMO level (alpha / beta) in eV: -1.91 / -1.63

Structure (ORCA input):
```
! wB97M-V def2-TZVPD RIJCOSX def2/J DEFGRID3
* xyz 0 2
Ru 0.540 -0.024 -0.252
I 6.883 3.195 1.799
C 5.522 1.856 0.895
C 5.415 0.554 1.362
C 4.454 -0.259 0.815
I 4.169 -2.252 1.434
C 3.560 0.182 -0.192
O 2.630 -0.593 -0.601
C 3.760 1.499 -0.701
C 2.812 2.000 -1.759
N 1.496 2.147 -1.146
C 0.438 2.733 -1.948
C -0.859 2.611 -1.184
C -2.020 3.232 -1.623
C -3.152 3.181 -0.830
C -3.082 2.528 0.393
C -1.911 1.871 0.727
N -0.831 1.900 -0.051
C 4.718 2.312 -0.141
H 6.055 0.186 2.150
H 2.738 1.271 -2.574
H 3.178 2.955 -2.165
H 1.595 2.724 -0.311
H 0.347 2.200 -2.901
H 0.633 3.793 -2.177
H -2.018 3.744 -2.572
H -4.070 3.648 -1.151
H -3.925 2.521 1.065
H -1.822 1.308 1.648
H 4.828 3.325 -0.496
Br 2.221 3.008 2.073
C 2.125 1.219 2.700
C 2.975 0.855 3.729
C 2.774 -0.381 4.321
C 1.700 -1.150 3.902
C 0.942 -0.708 2.827
N 1.174 0.450 2.200
C -0.284 -1.519 2.360
O -0.821 -2.231 3.186
O -0.627 -1.336 1.158
H 3.756 1.522 4.058
H 3.425 -0.716 5.114
H 1.432 -2.077 4.382
S -2.265 -2.067 -4.441
P -1.717 -1.569 -2.599
S -0.127 -0.310 -2.668
C -1.310 -3.051 -1.621
C -2.299 -4.023 -1.513
C -2.031 -5.185 -0.815
C -0.782 -5.374 -0.244
C 0.203 -4.408 -0.363
C -0.057 -3.241 -1.060
C -3.088 -0.751 -1.704
C -3.287 -0.973 -0.347
C -4.378 -0.394 0.279
C -5.257 0.400 -0.440
C -5.043 0.635 -1.790
C -3.958 0.058 -2.424
H -3.260 -3.859 -1.982
H -2.786 -5.952 -0.725
H -0.572 -6.293 0.282
H 1.182 -4.567 0.066
H 0.729 -2.492 -1.180
H -2.598 -1.590 0.214
H -4.537 -0.575 1.332
H -6.113 0.837 0.053
H -5.732 1.251 -2.350
H -3.787 0.203 -3.483
*
```

Just the natural (NBO) charges please, in e? Sure, here they are:
1 Ru 1.204
2 I 0.130
3 C -0.167
4 C -0.275
5 C -0.220
6 I 0.158
7 C 0.378
8 O -0.737
9 C -0.120
10 C -0.241
11 N -0.581
12 C -0.275
13 C 0.255
14 C -0.247
15 C -0.132
16 C -0.193
17 C 0.062
18 N -0.491
19 C -0.224
20 H 0.239
21 H 0.231
22 H 0.195
23 H 0.409
24 H 0.252
25 H 0.204
26 H 0.231
27 H 0.229
28 H 0.229
29 H 0.225
30 H 0.222
31 Br 0.071
32 C 0.183
33 C -0.272
34 C -0.131
35 C -0.208
36 C 0.115
37 N -0.512
38 C 0.763
39 O -0.614
40 O -0.735
41 H 0.246
42 H 0.232
43 H 0.256
44 S -0.587
45 P 1.134
46 S -0.404
47 C -0.312
48 C -0.196
49 C -0.211
50 C -0.190
51 C -0.198
52 C -0.209
53 C -0.315
54 C -0.231
55 C -0.216
56 C -0.217
57 C -0.218
58 C -0.212
59 H 0.230
60 H 0.216
61 H 0.214
62 H 0.217
63 H 0.218
64 H 0.260
65 H 0.218
66 H 0.212
67 H 0.213
68 H 0.243